# 1
Molecular formula: C28H43F9OP2Pm
Method: DFT, ωB97M-V/def2-TZVPD

The calculation puts the HOMO-LUMO gap (alpha / beta) at 8.4 / 8.6 eV. For the LUMO energy (alpha / beta), the calculation gives -2.67 / -2.46 eV. The HOMO energy (alpha / beta) comes out at -11.038 / -11.063 eV. The largest force on an atom is 6.29 eV/Å. The total charge is +1. Its multiplicity is 5. The value obtained for the total energy is -3357.5639 Eh.

Cartesian coordinates (Å):
Pm: 0.082 -0.406 1.891
C: -0.502 -2.627 2.596
C: 0.850 -2.753 2.198
C: 0.776 -1.186 3.912
C: -0.570 -1.642 3.656
C: 1.646 -1.888 2.996
C: -1.700 -3.424 2.077
H: -1.461 -3.891 1.123
H: -2.599 -2.815 1.973
H: -1.891 -4.207 2.812
C: -1.822 -1.112 4.331
H: -2.716 -1.336 3.754
H: -1.765 -0.040 4.499
H: -1.877 -1.618 5.292
C: 1.154 -0.096 4.897
H: 1.199 -0.575 5.874
H: 0.417 0.701 4.933
H: 2.125 0.341 4.665
C: 3.177 -1.771 2.977
H: 3.528 -2.413 3.784
H: 3.516 -0.753 3.159
H: 3.573 -2.136 2.033
C: 1.392 -3.755 1.157
H: 1.758 -4.613 1.722
H: 2.215 -3.338 0.575
H: 0.603 -4.083 0.485
C: -1.934 0.385 -5.444
C: -1.822 -0.962 -5.512
C: -0.836 -1.802 -6.263
C: 0.473 -1.113 -6.727
C: 1.272 -0.547 -5.588
C: 1.141 0.655 -4.982
C: 0.189 1.772 -5.273
C: -1.077 1.428 -6.099
H: -1.324 -2.256 -7.143
H: 0.248 -0.363 -7.493
H: -0.567 -2.648 -5.611
H: -0.793 1.158 -7.122
H: -2.747 0.778 -4.828
H: -2.570 -1.540 -4.969
H: -1.670 2.356 -6.176
H: -0.133 2.185 -4.302
H: 1.845 0.870 -4.177
H: 0.723 2.596 -5.778
H: 1.085 -1.887 -7.220
H: 2.049 -1.211 -5.201
P: -0.982 -0.554 -0.503
P: 1.937 0.851 0.523
C: -0.042 0.650 -1.468
C: 0.832 1.637 -0.683
H: -0.813 1.165 -2.046
H: 0.568 0.044 -2.144
H: 1.553 2.154 -1.329
H: 0.224 2.382 -0.153
C: 2.582 2.049 1.614
H: 3.261 1.611 2.343
H: 1.830 2.637 2.121
H: 3.117 2.657 0.885
C: 3.166 -0.064 -0.285
H: 3.551 0.657 -1.003
H: 2.794 -0.960 -0.785
H: 3.930 -0.345 0.441
C: -2.627 0.009 -0.249
H: -3.213 -0.625 0.421
H: -2.995 -0.052 -1.273
H: -2.654 1.037 0.105
C: -0.976 -2.078 -1.347
H: 0.011 -2.542 -1.377
H: -1.299 -1.781 -2.344
H: -1.692 -2.763 -0.892
F: -1.808 1.902 5.322
C: -1.112 2.918 4.722
F: -1.778 4.055 5.024
F: 0.093 2.967 5.346
C: -0.902 2.684 3.175
O: -0.130 1.610 2.862
C: -2.292 2.582 2.511
F: -3.224 3.432 2.979
F: -2.211 2.797 1.155
F: -2.817 1.317 2.647
C: -0.297 4.060 2.681
F: -1.123 5.116 2.862
F: 0.867 4.331 3.328
F: 0.012 4.037 1.350

=====

# 2
Molecular formula: C28H43MoN2SSbSi
Method: DFT, ωB97M-V/def2-TZVPD

The calculation puts the HOMO-LUMO gap (alpha / beta) at 6.5 / 6.7 eV. For the LUMO energy (alpha / beta), the calculation gives -7.20 / -7.18 eV. The HOMO energy (alpha / beta) comes out at -13.747 / -13.883 eV. The largest force on an atom is 0.84 eV/Å. The total charge is +2. Its multiplicity is 3. The value obtained for the total energy is -2197.9129 Eh.

Cartesian coordinates (Å):
Mo: 0.801 -0.152 0.577
C: -0.226 -1.552 -2.145
C: -0.734 -2.281 -0.946
C: -1.505 -3.439 -1.110
C: -1.923 -4.149 -0.021
C: -1.575 -3.719 1.275
C: -1.957 -4.418 2.444
C: -1.578 -3.964 3.674
C: -0.807 -2.789 3.787
C: -0.435 -2.090 2.666
S: 0.491 -0.590 2.802
C: -0.810 -2.548 1.390
N: -0.405 -1.833 0.276
H: -0.835 -1.772 -3.019
H: 0.800 -1.864 -2.356
H: -0.221 -0.472 -1.990
H: -1.749 -3.760 -2.112
H: -2.517 -5.047 -0.142
H: -2.549 -5.319 2.343
H: -1.863 -4.501 4.569
H: -0.505 -2.431 4.763
C: 2.880 1.537 1.168
Si: 3.490 0.776 -0.457
C: 5.268 0.334 -0.482
C: 2.873 1.815 -1.858
N: 2.389 -0.658 -0.353
C: 2.789 -1.976 -0.754
C: 3.356 -2.174 -2.010
C: 3.743 -3.446 -2.404
C: 3.562 -4.529 -1.553
C: 3.002 -4.332 -0.298
C: 2.621 -3.060 0.105
H: 3.051 2.606 1.296
H: 3.287 1.002 2.025
H: 1.768 1.451 1.234
H: 5.841 1.045 0.119
H: 5.662 0.358 -1.500
H: 5.428 -0.667 -0.075
H: 3.480 2.713 -2.008
H: 1.845 2.131 -1.655
H: 2.875 1.255 -2.797
H: 3.486 -1.330 -2.682
H: 4.188 -3.591 -3.380
H: 3.873 -5.518 -1.862
H: 2.879 -5.168 0.378
H: 2.228 -2.892 1.101
C: -2.076 4.144 -1.652
C: -1.267 2.855 -1.790
C: -1.788 1.956 -2.909
Sb: -1.204 1.744 0.069
C: -0.870 3.196 1.642
C: 0.235 4.157 1.195
C: -2.139 3.924 2.077
C: -3.150 0.824 0.302
C: -3.249 0.195 1.689
C: -4.288 1.799 0.016
H: -1.973 4.720 -2.575
H: -1.731 4.778 -0.837
H: -3.138 3.950 -1.508
H: -0.222 3.107 -1.977
H: -2.793 1.583 -2.699
H: -1.137 1.105 -3.102
H: -1.846 2.534 -3.835
H: -0.509 2.572 2.460
H: -0.166 4.953 0.569
H: 1.039 3.673 0.635
H: 0.685 4.631 2.070
H: -2.575 4.504 1.262
H: -1.887 4.626 2.877
H: -2.898 3.249 2.467
H: -3.143 0.040 -0.458
H: -3.238 0.949 2.477
H: -2.444 -0.514 1.891
H: -4.195 -0.346 1.772
H: -4.276 2.657 0.689
H: -5.238 1.280 0.168
H: -4.280 2.163 -1.010

=====

# 3
Molecular formula: C28H44As3IN4O4SeTl
Method: DFT, ωB97M-V/def2-TZVPD

The calculation puts the HOMO-LUMO gap at 6.8 eV. For the LUMO energy, the calculation gives -3.65 eV. The HOMO energy comes out at -10.473 eV. The largest force on an atom is 0.50 eV/Å. The total charge is +1. The value obtained for the total energy is -11191.9977 Eh.

Cartesian coordinates (Å):
Tl: 1.089 -0.017 0.663
O: 3.330 0.445 7.201
C: 3.631 0.520 5.877
O: 4.764 0.592 5.531
C: 2.460 0.490 4.944
C: 1.130 0.454 5.305
N: 0.405 0.393 4.178
N: 1.186 0.378 3.097
C: 2.435 0.444 3.522
C: 3.509 0.527 2.450
O: 4.593 0.961 2.716
O: 3.132 0.142 1.243
H: 2.389 0.351 7.372
H: 0.639 0.472 6.266
H: -0.594 0.321 4.086
C: 2.052 1.353 -3.284
As: 0.703 0.475 -2.197
C: 0.639 -1.249 -3.080
C: -0.857 1.411 -2.954
C: -2.271 1.225 -2.381
C: -2.586 -0.270 -2.231
C: -2.479 1.938 -1.033
As: -1.780 1.119 0.615
C: -3.291 0.013 1.154
C: -2.133 2.634 1.793
C: -3.277 1.805 -3.404
As: -3.324 3.665 -4.122
C: -1.832 3.576 -5.397
C: -2.417 4.800 -2.794
H: 1.811 1.210 -4.336
H: 3.028 0.920 -3.073
H: 2.091 2.418 -3.062
H: 0.271 -1.125 -4.098
H: 0.001 -1.938 -2.532
H: 1.652 -1.646 -3.107
H: -0.850 1.082 -3.996
H: -0.594 2.470 -2.965
H: -1.914 -0.758 -1.517
H: -2.489 -0.785 -3.190
H: -3.610 -0.412 -1.878
H: -3.550 2.040 -0.839
H: -2.069 2.945 -1.055
H: -4.221 0.579 1.098
H: -3.126 -0.314 2.180
H: -3.352 -0.872 0.527
H: -3.057 3.126 1.493
H: -1.313 3.352 1.759
H: -2.241 2.279 2.817
H: -4.283 1.638 -3.012
H: -3.220 1.212 -4.323
H: -1.940 2.690 -6.023
H: -0.852 3.566 -4.921
H: -1.890 4.450 -6.046
H: -2.992 4.860 -1.872
H: -2.381 5.799 -3.229
H: -1.392 4.488 -2.579
I: 2.191 6.315 2.298
C: 1.591 4.652 1.248
C: 0.889 4.620 0.069
N: 0.695 3.318 -0.225
N: 1.235 2.502 0.694
C: 1.787 3.304 1.596
H: 0.529 5.417 -0.562
H: 0.249 2.928 -1.040
H: 2.319 2.908 2.447
C: 1.906 -7.901 0.696
C: 1.409 -6.480 0.742
C: 0.286 -6.132 1.479
C: -0.194 -4.828 1.530
C: -1.418 -4.538 2.361
C: 0.474 -3.847 0.780
Se: -0.413 -2.135 0.744
C: 1.624 -4.158 0.046
C: 2.429 -3.161 -0.744
C: 2.069 -5.476 0.051
H: 1.272 -8.562 1.285
H: 2.923 -7.971 1.084
H: 1.922 -8.272 -0.330
H: -0.237 -6.898 2.043
H: -1.654 -5.392 2.993
H: -2.290 -4.335 1.734
H: -1.267 -3.667 2.999
H: 2.090 -2.141 -0.598
H: 2.376 -3.386 -1.811
H: 3.479 -3.205 -0.452
H: 2.964 -5.722 -0.513

=====

# 4
Molecular formula: C28H44BrNOP2Pt
Method: DFT, ωB97M-V/def2-TZVPD

The calculation puts the HOMO-LUMO gap (alpha / beta) at 5.1 / 3.6 eV. For the LUMO energy (alpha / beta), the calculation gives -13.16 / -14.65 eV. The HOMO energy (alpha / beta) comes out at -18.239 / -18.211 eV. The largest force on an atom is 4.00 eV/Å. The total charge is +4. Its multiplicity is 5. The value obtained for the total energy is -4597.4922 Eh.

Cartesian coordinates (Å):
C: -0.488 7.038 -3.541
C: -0.615 5.651 -3.861
C: -0.979 5.314 -5.189
C: -1.184 6.333 -6.156
N: -1.043 7.602 -5.783
C: -0.703 8.021 -4.554
C: -0.464 4.569 -2.919
C: -0.342 3.887 -1.915
C: -0.623 3.196 -0.771
C: 0.335 3.121 0.260
C: 0.255 2.008 1.105
C: -0.680 0.970 0.810
C: -1.878 1.395 0.142
C: -1.813 2.453 -0.750
Pt: -0.397 -0.913 0.081
P: 1.806 -1.265 1.123
H: -1.142 4.290 -5.517
H: -0.256 7.416 -2.549
H: -1.453 6.121 -7.202
H: -0.609 9.098 -4.393
H: -2.600 2.608 -1.498
H: 1.135 3.881 0.311
H: -2.816 0.862 0.240
H: 0.941 2.005 1.983
C: 2.452 -2.756 2.072
C: 3.456 -3.624 1.329
H: 1.575 -3.345 2.382
H: 2.906 -2.363 3.000
H: 3.717 -4.490 1.949
H: 3.029 -4.009 0.397
H: 4.390 -3.090 1.117
C: 2.117 -1.487 -0.685
C: 3.133 -0.502 -1.268
H: 1.109 -1.242 -1.205
H: 2.317 -2.549 -0.922
H: 3.016 -0.523 -2.362
H: 2.936 0.529 -0.931
H: 4.170 -0.779 -1.026
C: 2.951 0.016 1.823
C: 4.432 -0.376 1.875
H: 2.548 0.224 2.831
H: 2.820 0.939 1.247
H: 5.026 0.508 2.134
H: 4.652 -1.138 2.630
H: 4.819 -0.733 0.915
Br: -0.761 -2.106 2.595
P: -2.239 -2.840 -1.029
C: -0.498 -3.351 -1.058
C: -0.250 -4.780 -1.550
H: -0.092 -3.148 -0.026
H: -0.005 -2.619 -1.700
H: 0.794 -4.908 -1.854
H: -0.473 -5.514 -0.770
H: -0.887 -4.968 -2.421
C: -3.068 -2.767 0.613
C: -4.413 -3.490 0.714
H: -3.091 -1.724 0.932
H: -2.340 -3.232 1.308
H: -4.660 -3.633 1.774
H: -5.201 -2.888 0.244
H: -4.343 -4.471 0.225
C: -2.578 -1.366 -2.066
C: -2.895 -1.636 -3.546
H: -1.742 -0.669 -1.931
H: -3.426 -0.874 -1.582
H: -3.280 -0.723 -4.017
H: -2.002 -1.946 -4.099
H: -3.660 -2.415 -3.652
C: -1.342 -0.043 5.748
C: -0.105 0.384 5.019
C: 1.183 0.183 5.789
O: -0.136 0.852 3.890
H: -1.260 0.130 6.822
H: -1.467 -1.117 5.568
H: -2.215 0.475 5.343
H: 1.451 -0.886 5.712
H: 1.987 0.813 5.384
H: 1.054 0.407 6.860

=====

# 5
Molecular formula: C28H44ClN5O8W
Method: DFT, ωB97M-V/def2-TZVPD

The calculation puts the HOMO-LUMO gap (alpha / beta) at 7.5 / 7.0 eV. For the LUMO energy (alpha / beta), the calculation gives -5.93 / -6.38 eV. The HOMO energy (alpha / beta) comes out at -13.409 / -13.410 eV. The largest force on an atom is 0.50 eV/Å. The total charge is +2. Its multiplicity is 3. The value obtained for the total energy is -2495.8437 Eh.

Cartesian coordinates (Å):
W: 0.282 -0.396 -0.162
C: 1.001 2.151 -2.018
C: 1.727 2.666 -0.812
O: 1.764 1.587 0.123
C: 2.125 2.028 1.443
C: 1.888 0.881 2.376
O: 0.631 0.252 2.083
C: -0.504 0.674 2.875
C: -1.188 1.843 2.222
O: -1.261 1.523 0.839
C: -1.567 2.628 0.005
C: -1.397 2.171 -1.420
O: -0.166 1.424 -1.602
H: 1.622 1.440 -2.558
H: 0.731 2.957 -2.695
H: 1.207 3.510 -0.363
H: 2.736 2.979 -1.077
H: 1.509 2.892 1.694
H: 3.175 2.321 1.472
H: 1.896 1.221 3.407
H: 2.659 0.131 2.266
H: -0.168 0.936 3.874
H: -1.160 -0.185 2.956
H: -0.630 2.773 2.356
H: -2.186 1.974 2.642
H: -0.909 3.465 0.250
H: -2.599 2.953 0.147
H: -1.395 3.024 -2.094
H: -2.202 1.504 -1.701
N: 0.374 -1.265 -2.228
C: -0.922 -1.075 -2.948
C: -2.037 -1.092 -1.931
O: -3.185 -1.261 -2.230
N: -1.571 -0.916 -0.635
C: -2.360 -1.426 0.482
C: -1.368 -2.089 1.430
O: -1.685 -2.538 2.489
O: -0.097 -2.041 0.966
H: 1.139 -1.015 -2.842
H: 0.491 -2.258 -2.051
H: -1.099 -1.864 -3.673
H: -0.912 -0.126 -3.473
H: -3.108 -2.142 0.152
H: -2.876 -0.632 1.017
C: 3.183 -6.039 3.615
C: 3.827 -5.387 2.379
C: 4.928 -6.318 1.848
C: 2.736 -5.259 1.308
C: 4.403 -3.981 2.750
O: 3.381 -3.176 3.356
C: 5.654 -4.076 3.658
C: 5.918 -2.873 4.582
C: 6.039 -1.518 3.920
C: 7.067 -1.234 3.020
C: 7.135 -0.018 2.353
C: 6.179 0.949 2.621
Cl: 6.215 2.470 1.775
C: 5.193 0.724 3.565
C: 5.116 -0.514 4.191
C: 4.878 -3.201 1.514
N: 3.888 -2.417 0.742
C: 2.647 -2.062 0.994
N: 2.243 -1.240 0.010
C: 3.331 -1.151 -0.826
N: 4.339 -1.853 -0.417
H: 2.799 -7.022 3.336
H: 2.325 -5.470 3.988
H: 3.886 -6.196 4.435
H: 4.513 -7.318 1.708
H: 5.768 -6.411 2.540
H: 5.315 -6.000 0.875
H: 2.297 -6.242 1.121
H: 3.140 -4.907 0.351
H: 1.926 -4.596 1.627
H: 3.079 -3.622 4.155
H: 6.528 -4.250 3.022
H: 5.575 -4.952 4.299
H: 6.843 -3.090 5.121
H: 5.133 -2.823 5.337
H: 7.827 -1.985 2.820
H: 7.928 0.182 1.644
H: 4.510 1.525 3.826
H: 4.331 -0.695 4.919
H: 5.341 -3.885 0.810
H: 5.628 -2.477 1.804
H: 2.069 -2.379 1.841
H: 3.369 -0.548 -1.722

=====

# 6
Molecular formula: C28H44N5O3P2S2V
Method: DFT, ωB97M-V/def2-TZVPD

The calculation puts the HOMO-LUMO gap (alpha / beta) at 8.0 / 8.3 eV. For the LUMO energy (alpha / beta), the calculation gives -1.90 / -2.11 eV. The HOMO energy (alpha / beta) comes out at -9.874 / -10.417 eV. The largest force on an atom is 0.80 eV/Å. The total charge is +1. Its multiplicity is 4. The value obtained for the total energy is -4016.0153 Eh.

Cartesian coordinates (Å):
V: -0.004 0.355 -0.245
C: 2.599 1.272 6.256
C: 2.994 1.075 4.812
O: 1.860 0.657 4.015
P: 0.999 1.730 3.190
S: -0.354 0.581 2.227
S: 2.097 2.917 2.104
O: 0.237 2.586 4.297
C: -0.763 1.988 5.150
C: -2.129 2.518 4.785
H: 3.486 1.470 6.859
H: 2.113 0.380 6.651
H: 1.924 2.120 6.365
H: 3.724 0.273 4.705
H: 3.419 1.981 4.376
H: -0.491 2.269 6.169
H: -0.713 0.900 5.073
H: -2.169 3.598 4.915
H: -2.885 2.067 5.429
H: -2.366 2.278 3.748
N: -2.229 -1.691 -1.161
P: -2.383 -0.001 -0.838
C: -3.931 0.141 0.084
C: -5.162 -0.112 -0.526
C: -6.330 -0.041 0.211
C: -6.279 0.296 1.559
C: -5.063 0.562 2.166
C: -3.887 0.484 1.432
C: -2.831 0.666 -2.467
C: -2.929 -0.102 -3.623
C: -3.233 0.499 -4.839
C: -3.440 1.867 -4.906
C: -3.342 2.639 -3.755
C: -3.034 2.043 -2.544
C: -1.244 -2.438 -0.529
C: -1.356 -3.833 -0.464
C: -0.382 -4.546 0.192
C: 0.682 -3.868 0.788
C: 0.720 -2.502 0.666
N: -0.202 -1.787 -0.004
H: -3.067 -2.219 -1.362
H: -5.214 -0.343 -1.584
H: -7.282 -0.238 -0.263
H: -7.195 0.357 2.132
H: -5.024 0.831 3.213
H: -2.935 0.683 1.909
H: -2.764 -1.172 -3.587
H: -3.311 -0.108 -5.732
H: -3.679 2.333 -5.853
H: -3.506 3.708 -3.802
H: -2.957 2.659 -1.654
H: -2.207 -4.323 -0.918
H: -0.454 -5.623 0.258
H: 1.451 -4.384 1.342
H: 1.495 -1.918 1.145
N: 2.229 0.444 0.021
C: 3.035 1.424 -0.745
C: 3.605 0.841 -2.026
C: 2.647 0.641 -3.196
C: 1.580 -0.439 -3.069
N: 0.319 0.047 -2.462
H: 2.254 0.751 0.994
H: 2.718 -0.448 0.000
H: 3.852 1.780 -0.113
H: 2.397 2.282 -0.958
H: 4.109 -0.107 -1.803
H: 4.395 1.515 -2.362
H: 3.255 0.388 -4.068
H: 2.162 1.591 -3.444
H: 1.942 -1.280 -2.471
H: 1.359 -0.828 -4.067
H: -0.417 -0.589 -2.761
H: 0.070 0.935 -2.895
C: 0.532 5.094 -1.351
N: -0.198 4.636 -0.186
C: -0.445 5.607 0.868
C: -0.357 3.345 0.061
O: -0.009 2.435 -0.713
H: -0.001 5.926 -1.812
H: 0.619 4.278 -2.062
H: 1.528 5.433 -1.058
H: -1.019 6.444 0.473
H: 0.503 5.970 1.270
H: -1.002 5.133 1.672
H: -0.830 3.100 1.016